Entry 1:
A molecular structure, C5H8O, computed with the ωB97M-V functional and the def2-TZVPD basis.

- F_max (eV Å⁻¹) = 0.22
- energy relative to the best compared isomer or geometry (same formula, charge and spin) (kcal/mol) = 115.5
- molar mass (g mol⁻¹) = 84.1
- gap between HOMO and LUMO (eV) = 8.7

Element x y z (Å)
C1 1.3032 0.2348 0.6404
C2 0.1048 -0.2275 0.0924
C3 -0.4479 -1.3544 -0.6873
C4 -1.1805 -0.7843 0.5212
C5 0.0738 1.4105 -0.4017
O1 -0.8092 2.1162 0.1124
H1 2.2681 -0.0078 0.1957
H2 1.2304 1.7058 -0.1470
H3 1.3035 0.6871 1.6292
H4 -0.8582 -1.1509 -1.6748
H5 0.0234 -2.3304 -0.5890
H6 -1.2204 -1.3771 1.4306
H7 -2.0342 -0.1291 0.3500
H8 0.2431 1.2071 -1.4722

Entry 2:
A single C5H8O molecule, computed with the ωB97M-V functional and the def2-TZVPD basis.

- F_max (eV Å⁻¹) = 0.54
- energy relative to the best compared isomer or geometry (same formula, charge and spin) (kcal/mol) = 107.2
- molar mass (g mol⁻¹) = 84.1
- gap between HOMO and LUMO (eV) = 8.4

Element x y z (Å)
O1 -1.1974 -1.9348 -1.6757
C1 -1.4642 -1.5331 -0.5687
C2 -0.7312 -0.4238 0.1346
C3 0.3384 0.2845 -0.6974
C4 1.2050 1.2068 0.2133
C5 1.4124 0.3554 1.4170
H1 -2.2722 -2.0023 0.0333
H2 -1.4604 0.2802 0.5585
H3 0.9715 -0.4670 -1.1748
H4 -0.1142 0.8833 -1.4959
H5 2.1592 1.3804 -0.2970
H6 0.6903 2.1677 0.3597
H7 -0.2446 -0.9172 0.9952
H8 0.7073 0.7200 2.1979

Entry 3:
A single C5H8O molecule, computed with the ωB97M-V functional and the def2-TZVPD basis.

- F_max (eV Å⁻¹) = 1.30
- energy relative to the best compared isomer or geometry (same formula, charge and spin) (kcal/mol) = 35.2
- molar mass (g mol⁻¹) = 84.1
- gap between HOMO and LUMO (eV) = 10.9

Element x y z (Å)
C1 1.4047 -0.1763 0.1184
O1 1.0254 1.1832 -0.0008
C2 -0.2660 1.2997 0.5759
C3 -0.9250 -0.0626 0.3639
C4 -0.7888 -0.6006 -1.1226
C5 0.1537 -0.9934 -0.0492
H1 2.1967 -0.3641 -0.6156
H2 1.6862 -0.3750 1.1627
H3 -0.7940 2.0980 0.0517
H4 -0.2037 1.5869 1.6418
H5 -1.7527 -0.3261 1.0217
H6 -0.4920 0.1366 -1.8694
H7 -1.4060 -1.3881 -1.5708
H8 0.1445 -2.0146 0.3117

Entry 4:
A single C5H8O molecule, computed with the ωB97M-V functional and the def2-TZVPD basis.

- F_max (eV Å⁻¹) = 0.89
- energy relative to the best compared isomer or geometry (same formula, charge and spin) (kcal/mol) = 83.5
- molar mass (g mol⁻¹) = 84.1
- gap between HOMO and LUMO (eV) = 10.3

Element x y z (Å)
C1 2.1997 0.4883 -0.3793
C2 1.3309 -0.5721 0.0789
C3 0.3337 -1.2106 0.3573
C4 -0.8942 -0.8353 -0.4345
C5 -1.7913 0.1320 0.3600
O1 -1.0900 0.9468 1.2743
H1 1.6384 1.4288 -0.2849
H2 3.0817 0.5283 0.2513
H3 2.4897 0.3540 -1.4276
H4 -0.4642 -0.3226 -1.3069
H5 -1.4385 -1.6917 -0.8247
H6 -2.2498 0.8229 -0.3531
H7 -2.5918 -0.4263 0.8636
H8 -0.5544 0.3575 1.8257

Entry 5:
A single C5H8O molecule, computed with the ωB97M-V functional and the def2-TZVPD basis.

- F_max (eV Å⁻¹) = 2.10
- energy relative to the best compared isomer or geometry (same formula, charge and spin) (kcal/mol) = 36.4
- molar mass (g mol⁻¹) = 84.1
- gap between HOMO and LUMO (eV) = 10.7

Element x y z (Å)
C1 -0.7114 -1.1824 -0.5141
C2 0.0630 -0.0356 0.1282
C3 0.6948 -0.5332 1.4369
O1 0.5043 -1.6910 1.7466
C4 0.7476 0.9599 -0.7926
C5 -0.4783 1.3723 -0.0510
H1 -1.1729 -0.8827 -1.4622
H2 -0.0515 -2.0328 -0.7101
H3 -1.5027 -1.5389 0.1527
H4 1.3210 -0.1243 2.2454
H5 1.7029 1.3670 -0.4795
H6 0.6655 0.7798 -1.8652
H7 -1.4086 1.4761 -0.6112
H8 -0.3739 2.0660 0.7762

Entry 6:
A single C5H8O molecule, computed with the ωB97M-V functional and the def2-TZVPD basis.

- F_max (eV Å⁻¹) = 1.62
- energy relative to the best compared isomer or geometry (same formula, charge and spin) (kcal/mol) = 79.5
- molar mass (g mol⁻¹) = 84.1
- gap between HOMO and LUMO (eV) = 10.5

Element x y z (Å)
C1 -1.1296 1.7543 -0.6954
C2 -0.6286 0.6627 -0.6563
C3 -0.1259 -0.6569 -0.3839
C4 -1.3262 -1.0689 0.5724
O1 1.2110 -0.7551 0.1139
C5 2.0264 0.4044 0.0679
H1 -1.7985 2.5070 -0.3714
H2 -0.1340 -1.3867 -1.2029
H3 -2.2124 -1.3518 -0.0265
H4 -0.9252 -1.9163 1.0945
H5 -1.7095 -0.3284 1.3030
H6 2.1503 0.7697 -0.9555
H7 3.0179 0.1661 0.4769
H8 1.5843 1.1999 0.6632

Entry 7:
A molecular structure, C5H8O, computed with the ωB97M-V functional and the def2-TZVPD basis.

- F_max (eV Å⁻¹) = 0.94
- energy relative to the best compared isomer or geometry (same formula, charge and spin) (kcal/mol) = 101.0
- molar mass (g mol⁻¹) = 84.1
- gap between HOMO and LUMO (spin up / spin down) (eV) = 7.4 / 8.5

Element x y z (Å)
C1 1.4973 -0.3631 -1.1362
C2 0.5937 0.4886 -0.3217
C3 -1.1616 -0.9151 0.5281
C4 -0.8510 0.5052 0.0446
C5 -0.3503 1.2775 1.2537
O1 0.9613 1.1797 0.7257
H1 1.8515 0.1984 -2.0110
H2 2.3696 -0.7039 -0.5680
H3 0.9553 -1.2393 -1.5143
H4 -2.1893 -1.0099 0.8814
H5 -0.9579 -1.6950 -0.2170
H6 -1.5617 0.9780 -0.6418
H7 -0.5299 -0.9850 1.4233
H8 -0.6271 2.2840 1.5532

Entry 8:
A single C5H8O molecule, computed with the ωB97M-V functional and the def2-TZVPD basis.

- F_max (eV Å⁻¹) = 2.77
- energy relative to the best compared isomer or geometry (same formula, charge and spin) (kcal/mol) = 74.7
- molar mass (g mol⁻¹) = 84.1
- gap between HOMO and LUMO (eV) = 10.7

Element x y z (Å)
C1 0.2436 -1.6917 0.7978
C2 -0.0495 -0.4728 0.0002
C3 0.9139 0.6464 -0.4118
C4 -0.2633 1.6652 -0.2950
C5 -1.1656 0.4749 0.0401
O1 -0.8824 -0.5580 -1.1107
H1 0.8496 -1.4402 1.6734
H2 0.7929 -2.3971 0.1687
H3 -0.6891 -2.1568 1.1305
H4 1.7397 0.8148 0.2779
H5 1.2901 0.4814 -1.4253
H6 -0.0523 2.3918 0.5011
H7 -0.5801 2.2105 -1.1832
H8 -2.1476 0.0314 -0.1638

Entry 9:
A single C5H8O molecule, computed with the ωB97M-V functional and the def2-TZVPD basis.

- F_max (eV Å⁻¹) = 4.99
- energy relative to the best compared isomer or geometry (same formula, charge and spin) (kcal/mol) = 84.1
- molar mass (g mol⁻¹) = 84.1
- gap between HOMO and LUMO (eV) = 10.8

Element x y z (Å)
C1 -0.1585 2.5286 -1.2796
C2 -0.2004 1.6907 -0.3894
C3 -0.2040 0.7784 0.7806
C4 0.4936 -0.5671 0.5512
C5 0.0415 -1.2490 -0.7802
O1 0.1650 -1.3124 1.7766
H1 -0.3224 3.2543 -2.1297
H2 -1.2546 0.4692 1.1803
H3 0.2506 1.2902 1.6792
H4 1.6444 -0.4776 0.5722
H5 0.4112 -0.4882 -1.6051
H6 -1.1804 -1.1176 -1.0006
H7 0.2304 -2.3854 -0.9322
H8 0.0836 -2.4141 1.5767

Entry 10:
A single C5H8O molecule, computed with the ωB97M-V functional and the def2-TZVPD basis.

- F_max (eV Å⁻¹) = 2.18
- energy relative to the best compared isomer or geometry (same formula, charge and spin) (kcal/mol) = 117.7
- molar mass (g mol⁻¹) = 84.1
- gap between HOMO and LUMO (eV) = 8.7

Element x y z (Å)
C1 1.1808 1.1307 0.4456
C2 0.7749 -0.0051 -0.4746
C3 0.1429 -1.2354 0.1220
C4 -0.6546 -0.3098 -0.7956
C5 -2.1863 0.4302 0.6711
O1 -1.6417 0.6845 -0.4901
H1 0.5230 1.2079 1.3186
H2 2.2058 0.9685 0.8050
H3 1.1572 2.0908 -0.0787
H4 1.4326 -0.1420 -1.3244
H5 0.0216 -1.2796 1.2028
H6 0.3784 -2.2016 -0.3291
H7 -0.9134 -0.7418 -1.7419
H8 -2.5402 -0.6330 0.6684

Entry 11:
A single C5H8O molecule, computed with the ωB97M-V functional and the def2-TZVPD basis.

- F_max (eV Å⁻¹) = 0.39
- energy relative to the best compared isomer or geometry (same formula, charge and spin) (kcal/mol) = 110.5
- molar mass (g mol⁻¹) = 84.1
- gap between HOMO and LUMO (eV) = 9.0

Element x y z (Å)
O1 1.4108 -1.3061 0.2424
C1 0.7961 -0.0640 0.0484
C2 -0.1294 1.2176 1.3833
C3 -0.0254 0.1278 -1.2441
C4 -1.3630 0.0185 -0.4860
C5 -0.6138 -0.0267 0.8562
H1 2.3604 -1.1957 0.1139
H2 1.4956 0.7581 0.2569
H3 0.4174 0.9661 2.3147
H4 0.1709 -0.6599 -1.9752
H5 0.1489 1.1070 -1.6970
H6 -2.0276 0.8800 -0.5786
H7 -1.9139 -0.8985 -0.7102
H8 -0.7271 -0.9241 1.4752

Entry 12:
A molecular structure, C5H8O, computed with the ωB97M-V functional and the def2-TZVPD basis.

- F_max (eV Å⁻¹) = 4.42
- energy relative to the best compared isomer or geometry (same formula, charge and spin) (kcal/mol) = 69.3
- molar mass (g mol⁻¹) = 84.1
- gap between HOMO and LUMO (eV) = 9.7

Element x y z (Å)
C1 -1.7163 -1.0130 0.0249
C2 -0.2194 -0.9767 -0.0924
C3 0.5810 0.1369 -0.0375
C4 0.1100 1.5507 0.0202
C5 2.0727 -0.1270 -0.0775
H1 -2.1080 -2.0261 -0.1070
H2 -2.2330 -0.3420 -0.7266
H3 -2.0354 -0.6632 0.9838
H4 0.3456 -1.8825 -0.0565
H5 0.1176 2.0216 1.2909
H6 -1.1131 1.4657 -0.4858
H7 0.9276 2.2660 -0.6829
H8 2.6554 0.8043 -0.1260
O1 2.6153 -1.2147 0.0725

Entry 13:
A single C5H8O molecule, computed with the ωB97M-V functional and the def2-TZVPD basis.

- F_max (eV Å⁻¹) = 0.51
- energy relative to the best compared isomer or geometry (same formula, charge and spin) (kcal/mol) = 63.5
- molar mass (g mol⁻¹) = 84.1
- gap between HOMO and LUMO (eV) = 10.4

Element x y z (Å)
C1 1.7403 -0.2116 -0.4423
C2 0.3257 -0.0432 0.0245
C3 -0.7664 0.7659 -0.6975
C4 -1.2227 0.4747 0.7393
C5 -0.7771 -0.9853 0.5882
O1 0.1212 0.8104 1.2171
H1 2.2071 0.7764 -0.3872
H2 1.7632 -0.5399 -1.4845
H3 2.3263 -0.9052 0.1658
H4 -0.4904 1.8019 -0.9056
H5 -1.2971 0.2797 -1.5221
H6 -2.0654 0.8897 1.2936
H7 -0.5371 -1.4951 1.5231
H8 -1.3276 -1.6185 -0.1125

Entry 14:
A single C5H8O molecule, computed with the ωB97M-V functional and the def2-TZVPD basis.

- F_max (eV Å⁻¹) = 0.65
- energy relative to the best compared isomer or geometry (same formula, charge and spin) (kcal/mol) = 85.2
- molar mass (g mol⁻¹) = 84.1
- gap between HOMO and LUMO (eV) = 8.7

Element x y z (Å)
O1 -0.6465 -1.9573 0.3699
C1 -0.0544 -0.8411 -0.2696
C2 0.7267 -0.0553 0.7855
C3 0.7785 1.3584 0.2033
C4 -0.4414 1.6125 -0.6278
C5 -1.0549 0.2608 -0.7319
H1 -0.8787 -2.6267 -0.2821
H2 -1.7092 0.2359 0.1554
H3 0.5893 -1.1694 -1.0985
H4 1.7030 -0.4838 1.0182
H5 0.1317 -0.0654 1.7101
H6 0.9870 2.1671 0.9120
H7 1.5905 1.4196 -0.5467
H8 -1.7216 0.1446 -1.5978

Entry 15:
2 unconnected molecules or ions with the total composition C5H8O, computed with the ωB97M-V functional and the def2-TZVPD basis.

- F_max (eV Å⁻¹) = 0.29
- energy relative to the best compared isomer or geometry (same formula, charge and spin) (kcal/mol) = 63.5
- molar mass (g mol⁻¹) = 84.1
- gap between HOMO and LUMO (eV) = 10.7

Element x y z (Å)
C1 0.4847 0.4163 -1.1782
C2 -0.8283 0.2009 -1.0738
C3 -1.2320 0.1937 0.3658
O1 -0.9899 1.4515 1.0093
C4 -0.0110 0.4308 1.1440
C5 1.1564 0.5285 0.1749
H1 1.0291 0.5350 -2.1109
H2 -1.5266 0.1003 -1.8978
H3 -2.0829 -0.3739 0.7355
H4 0.1353 0.0622 2.1573
H5 1.7071 1.4700 0.2844
H6 1.8675 -0.2906 0.3459
H7 0.0418 -2.4352 0.3741
H8 0.2486 -2.2896 -0.3304

Entry 16:
A molecular structure, C5H8O, computed with the ωB97M-V functional and the def2-TZVPD basis.

- F_max (eV Å⁻¹) = 3.35
- energy relative to the best compared isomer or geometry (same formula, charge and spin) (kcal/mol) = 128.8
- molar mass (g mol⁻¹) = 84.1
- gap between HOMO and LUMO (eV) = 8.9

Element x y z (Å)
C1 0.2081 -0.9084 -0.7010
C2 -0.0555 -0.6765 1.0237
C3 1.2209 0.3905 0.4787
O1 0.4335 1.4757 0.0472
C4 -0.9394 1.1199 -0.1744
C5 -1.0047 -0.3923 -0.0743
H1 0.6333 -0.2931 -1.4987
H2 0.4523 -1.9455 -0.7836
H3 0.0151 -1.7301 1.3366
H4 2.0732 0.3143 -0.2656
H5 1.6924 0.4898 1.4298
H6 -1.2258 1.4727 -1.1699
H7 -1.5657 1.5982 0.5861
H8 -1.9374 -0.9151 -0.2345

Entry 17:
A single C5H8O molecule, computed with the ωB97M-V functional and the def2-TZVPD basis.

- F_max (eV Å⁻¹) = 2.16
- energy relative to the best compared isomer or geometry (same formula, charge and spin) (kcal/mol) = 108.8
- molar mass (g mol⁻¹) = 84.1
- gap between HOMO and LUMO (eV) = 9.6

Element x y z (Å)
C1 1.6369 -0.2371 0.5410
C2 0.7914 0.7127 -0.2755
C3 -0.6960 0.1949 -0.9176
C4 -1.3160 -0.7970 0.0026
O1 -1.1109 0.0872 1.1175
C5 -0.5381 1.0955 0.2340
H1 1.0435 -0.8791 1.2024
H2 2.3164 0.3403 1.1826
H3 2.2644 -0.8500 -0.1100
H4 0.7330 0.4183 -1.3652
H5 -1.0379 0.5342 -1.8969
H6 -0.7914 -1.7572 0.1017
H7 -2.3748 -0.9599 -0.2102
H8 -0.9205 2.0972 0.3935